A 13-piece molecular cluster, C50H137N11O13 overall at a distorted geometry. Source: the Open Molecules 2025 dataset; level of theory: ωB97M-V with the def2-TZVPD basis set.

2S+1: 1
Total charge: 0
Strongest force on any atom, hartree/bohr: 0.048
Relative energy (zero: lowest compared OMol25 entry of this formula, charge and spin), kJ/mol: 0.0
Electronic energy, eV: -97075.1471

Each atom is followed by the atoms it is bonded to, with distances in Å.
Geometry (Å):
1 C 2.8632 -0.7447 -0.6100  C2 1.575, H7 1.080, H8 1.087, H9 1.095
2 C 3.8227 0.3697 -1.1750  C1 1.575, C3 1.544, N6 1.492, H10 1.093
3 C 5.0175 0.6088 -0.2263  C2 1.544, O4 1.397, H11 1.102, H12 1.098
4 O 4.5441 0.8768 1.0604  C3 1.397, C5 1.429
5 C 5.6235 1.0679 1.9766  O4 1.429, H13 1.092, H14 1.087, H15 1.083
6 N 4.3739 0.0369 -2.5213  C2 1.492, H16 1.026, H17 1.013
7 H 2.3974 -0.5290 0.3398  C1 1.080
8 H 3.3502 -1.7067 -0.4701  C1 1.087
9 H 2.0382 -0.8833 -1.3171  C1 1.095
10 H 3.2695 1.3091 -1.2488  C2 1.093
11 H 5.5453 1.4944 -0.6156  C3 1.102
12 H 5.7001 -0.2488 -0.2841  C3 1.098
13 H 6.2687 0.1876 1.9430  C5 1.092
14 H 5.1245 1.1579 2.9378  C5 1.087
15 H 6.0743 2.0414 1.8275  C5 1.083
16 H 3.6414 0.0990 -3.2367  N6 1.026
17 H 4.7659 -0.8967 -2.4978  N6 1.013
18 C 3.1671 -1.4907 -5.8065  C19 1.499, H24 1.094, H25 1.081, H26 1.095
19 C 1.9282 -0.6812 -5.5681  C18 1.499, C20 1.474, N23 1.513, H27 1.106
20 C 1.0351 -1.4352 -4.6697  C19 1.474, O21 1.401, H28 1.089, H29 1.100
21 O -0.2200 -0.8135 -4.6824  C20 1.401, C22 1.435
22 C -1.1062 -1.4698 -3.7643  O21 1.435, H30 1.082, H31 1.095, H32 1.094
23 N 2.2133 0.6511 -4.9104  C19 1.513, H33 1.014, H34 1.006
24 H 3.6684 -1.8207 -4.8922  C18 1.094
25 H 3.8436 -1.0108 -6.5002  C18 1.081
26 H 2.8544 -2.3739 -6.3736  C18 1.095
27 H 1.3323 -0.6008 -6.4961  C19 1.106
28 H 1.4065 -1.5274 -3.6504  C20 1.089
29 H 0.9107 -2.4630 -5.0412  C20 1.100
30 H -2.0649 -1.0362 -4.0152  C22 1.082
31 H -0.8139 -1.4052 -2.7115  C22 1.095
32 H -1.1433 -2.5296 -4.0314  C22 1.094
33 H 1.3971 1.2518 -4.8709  N23 1.014
34 H 2.9682 1.1730 -5.3224  N23 1.006
35 C -1.2857 2.5222 3.4035  C36 1.516, H41 1.091, H42 1.093, H43 1.088
36 C -1.5942 2.2738 4.8669  C35 1.516, C37 1.501, N40 1.494, H44 1.095
37 C -1.1473 0.9052 5.2919  C36 1.501, O38 1.440, H45 1.092, H46 1.093
38 O -1.9708 -0.0962 4.6646  C37 1.440, C39 1.391
39 C -1.8761 -1.3224 5.3141  O38 1.391, H47 1.076, H48 1.097, H49 1.095
40 N -0.9853 3.3685 5.6818  C36 1.494, H50 1.017, H51 1.017
41 H -1.6217 3.4990 3.0527  C35 1.091
42 H -1.8058 1.7747 2.7984  C35 1.093
43 H -0.2107 2.5447 3.2405  C35 1.088
44 H -2.6818 2.3329 4.9827  C36 1.095
45 H -1.2058 0.7502 6.3717  C37 1.092
46 H -0.0996 0.6855 5.0705  C37 1.093
47 H -2.4738 -2.0442 4.7860  C39 1.076
48 H -2.1845 -1.2625 6.3656  C39 1.097
49 H -0.8832 -1.7793 5.2546  C39 1.095
50 H -0.9993 3.0806 6.6569  N40 1.017
51 H 0.0020 3.4432 5.4509  N40 1.017
52 C 3.7547 4.0630 3.0879  C53 1.494, H58 1.092, H59 1.090, H60 1.086
53 C 2.4235 4.3042 3.7209  C52 1.494, C54 1.512, N57 1.498, H61 1.091
54 C 2.6969 4.8882 5.0881  C53 1.512, O55 1.444, H62 1.092, H63 1.089
55 O 1.4039 5.0965 5.6962  C54 1.444, C56 1.392
56 C 1.3991 5.5808 7.0016  O55 1.392, H64 1.103, H65 1.104, H66 1.076
57 N 1.4510 5.0750 2.8826  C53 1.498, H67 1.016, H68 1.013
58 H 4.2896 3.3406 3.7074  C52 1.092
59 H 4.3663 4.9588 2.9763  C52 1.090
60 H 3.6251 3.6718 2.0837  C52 1.086
61 H 2.0453 3.2906 3.8657  C53 1.091
62 H 3.2038 5.8546 5.0457  C54 1.092
63 H 3.2758 4.1847 5.6839  C54 1.089
64 H 1.9229 6.5493 7.0622  C56 1.103
65 H 1.8189 4.9236 7.7830  C56 1.104
66 H 0.4321 5.8157 7.4104  C56 1.076
67 H 0.6047 5.2275 3.4239  N57 1.016
68 H 1.8528 5.9804 2.6724  N57 1.013
69 C -2.4570 -0.4662 1.3666  C70 1.504, H75 1.089, H76 1.089, H77 1.091
70 C -1.7237 -0.7249 0.0791  C69 1.504, C71 1.535, N74 1.471, H78 1.090
71 C -0.9415 0.5703 -0.1776  C70 1.535, O72 1.399, H79 1.091, H80 1.094
72 O 0.0807 0.7032 0.7680  C71 1.399, C73 1.402
73 C 0.8419 1.8552 0.5252  O72 1.402, H81 1.089, H82 1.090, H83 1.100
74 N -0.7548 -1.8103 -0.1397  C70 1.471, H84 1.034, H85 1.016
75 H -1.7816 -0.3606 2.2141  C69 1.089
76 H -3.1739 -1.2538 1.5919  C69 1.089
77 H -3.0587 0.4429 1.3138  C69 1.091
78 H -2.4627 -0.8750 -0.7080  C70 1.090
79 H -1.6319 1.4118 -0.1002  C71 1.091
80 H -0.5606 0.5663 -1.2034  C71 1.094
81 H 1.7286 1.8154 1.1557  C73 1.089
82 H 0.3558 2.7944 0.7896  C73 1.090
83 H 1.1648 1.9031 -0.5251  C73 1.100
84 H -1.1745 -2.7236 0.1014  N74 1.034
85 H 0.1015 -1.7038 0.3961  N74 1.016
86 C 1.4031 -1.7817 2.9932  C87 1.536, H92 1.081, H93 1.099, H94 1.089
87 C 2.4308 -1.0627 3.8794  C86 1.536, C88 1.493, N91 1.449, H95 1.084
88 C 3.7931 -1.6432 3.6904  C87 1.493, O89 1.433, H96 1.078, H97 1.091
89 O 3.8049 -3.0739 3.7756  C88 1.433, C90 1.390
90 C 5.0557 -3.6020 3.4791  O89 1.390, H98 1.082, H99 1.098, H100 1.089
91 N 2.6591 0.3674 3.8399  C87 1.449, H101 1.011, H102 1.011
92 H 0.3713 -1.5567 3.2222  C86 1.081
93 H 1.6406 -2.8513 3.0785  C86 1.099
94 H 1.6272 -1.4985 1.9659  C86 1.089
95 H 2.1013 -1.2113 4.9014  C87 1.084
96 H 4.4125 -1.1820 4.4421  C88 1.078
97 H 4.0905 -1.3273 2.6896  C88 1.091
98 H 5.8796 -3.2275 4.0728  C90 1.082
99 H 5.3857 -3.3582 2.4609  C90 1.098
100 H 4.9515 -4.6849 3.5213  C90 1.089
101 H 2.6592 0.7941 2.9234  N91 1.011
102 H 1.9445 0.8189 4.3947  N91 1.011
103 C 3.8173 3.9616 -4.1743  C104 1.528, H109 1.089, H110 1.105, H111 1.083
104 C 4.8913 4.0456 -3.0909  C103 1.528, C105 1.473, N108 1.516, H112 1.091
105 C 4.2113 4.1511 -1.7885  C104 1.473, O106 1.418, H113 1.087, H114 1.079
106 O 3.5949 5.4276 -1.8155  C105 1.418, C107 1.383
107 C 3.0468 5.7403 -0.5849  O106 1.383, H115 1.085, H116 1.098, H117 1.109
108 N 5.8928 2.9229 -2.9072  C104 1.516, H118 1.014, H119 1.009
109 H 3.2705 4.9017 -4.2265  C103 1.089
110 H 3.0602 3.1772 -3.9968  C103 1.105
111 H 4.1691 3.7631 -5.1787  C103 1.083
112 H 5.4952 4.9460 -3.2143  C104 1.091
113 H 4.9122 4.1297 -0.9584  C105 1.087
114 H 3.4783 3.3696 -1.6614  C105 1.079
115 H 2.5025 6.6781 -0.6159  C107 1.085
116 H 3.7212 5.7745 0.2815  C107 1.098
117 H 2.2457 5.0226 -0.3128  C107 1.109
118 H 5.5664 1.9976 -3.1610  N108 1.014
119 H 6.8229 3.1199 -3.2448  N108 1.009
120 C -1.4072 -4.1273 3.0195  C121 1.492, H126 1.082, H127 1.097, H128 1.084
121 C -0.8629 -4.9321 1.8873  C120 1.492, C122 1.525, N125 1.438, H129 1.097
122 C -0.8435 -6.4158 2.2377  C121 1.525, O123 1.409, H130 1.091, H131 1.092
123 O -2.1658 -6.8345 2.4880  C122 1.409, C124 1.403
124 C -2.3494 -8.2248 2.5378  O123 1.403, H132 1.086, H133 1.089, H134 1.101
125 N -1.6841 -4.6798 0.7338  C121 1.438, H135 1.020, H136 1.008
126 H -0.8882 -4.2869 3.9551  C120 1.082
127 H -2.4161 -4.4698 3.2827  C120 1.097
128 H -1.5749 -3.0759 2.8167  C120 1.084
129 H 0.1337 -4.6079 1.5618  C121 1.097
130 H -0.1497 -6.5744 3.0649  C122 1.091
131 H -0.3782 -6.9595 1.4122  C122 1.092
132 H -3.3793 -8.4550 2.7924  C124 1.086
133 H -1.7899 -8.7717 3.2945  C124 1.089
134 H -2.0768 -8.6640 1.5653  C124 1.101
135 H -1.3293 -5.1487 -0.0993  N125 1.020
136 H -2.5741 -5.1152 0.9222  N125 1.008
137 C -1.1941 3.3154 -7.0543  C138 1.486, H143 1.095, H144 1.092, H145 1.088
138 C -1.2784 2.0541 -6.2737  C137 1.486, C139 1.512, N142 1.461, H146 1.097
139 C -1.1997 2.1826 -4.7696  C138 1.512, O140 1.435, H147 1.092, H148 1.091
140 O 0.0893 2.7178 -4.4363  C139 1.435, C141 1.391
141 C 0.3291 2.5677 -3.0749  O140 1.391, H149 1.095, H150 1.088, H151 1.092
142 N -2.5249 1.3411 -6.5422  C138 1.461, H152 1.012, H153 1.003
143 H -2.0946 3.9334 -6.9709  C137 1.095
144 H -1.1324 3.1189 -8.1270  C137 1.092
145 H -0.3225 3.8997 -6.7669  C137 1.088
146 H -0.4446 1.4061 -6.5710  C138 1.097
147 H -1.2537 1.1845 -4.3301  C139 1.092
148 H -1.9650 2.8739 -4.4141  C139 1.091
149 H -0.4791 3.0145 -2.4870  C141 1.095
150 H 1.2267 3.1065 -2.7796  C141 1.088
151 H 0.5254 1.5471 -2.7415  C141 1.092
152 H -2.8639 1.6008 -7.4595  N142 1.012
153 H -2.4177 0.3451 -6.5008  N142 1.003
154 C 2.2512 -4.7146 -0.5279  C155 1.542, H160 1.097, H161 1.087, H162 1.089
155 C 1.8517 -4.4016 -1.9838  C154 1.542, C156 1.506, N159 1.472, H163 1.082
156 C 2.3217 -5.5035 -2.8961  C155 1.506, O157 1.406, H164 1.090, H165 1.098
157 O 1.6294 -6.6779 -2.5515  C156 1.406, C158 1.423
158 C 2.0127 -7.6739 -3.4922  O157 1.423, H166 1.095, H167 1.090, H168 1.076
159 N 0.4241 -4.2236 -2.2957  C155 1.472, H169 1.016, H170 1.017
160 H 3.3271 -4.9088 -0.4438  C154 1.097
161 H 1.7167 -5.5858 -0.1569  C154 1.087
162 H 2.0346 -3.9073 0.1703  C154 1.089
163 H 2.3583 -3.4848 -2.2562  C155 1.082
164 H 3.3975 -5.6781 -2.8908  C156 1.090
165 H 2.1382 -5.2594 -3.9505  C156 1.098
166 H 1.5979 -7.3682 -4.4589  C158 1.095
167 H 1.4810 -8.5955 -3.2537  C158 1.090
168 H 3.0265 -8.0275 -3.5587  C158 1.076
169 H -0.0372 -5.1233 -2.1990  N159 1.016
170 H -0.0509 -3.5243 -1.7305  N159 1.017
171 C -4.4733 0.6720 -2.8378  C172 1.514, H177 1.091, H178 1.100, H179 1.094
172 C -5.4215 1.6660 -2.2011  C171 1.514, C173 1.538, N176 1.449, H180 1.103
173 C -4.6415 2.9617 -1.9210  C172 1.538, O174 1.384, H181 1.099, H182 1.093
174 O -3.7715 2.7213 -0.8713  C173 1.384, C175 1.387
175 C -3.0785 3.8756 -0.5379  O174 1.387, H183 1.087, H184 1.089, H185 1.096
176 N -6.5695 1.9107 -3.0514  C172 1.449, H186 1.018, H187 1.014
177 H -3.5659 0.5089 -2.2551  C171 1.091
178 H -4.1723 1.0161 -3.8379  C171 1.100
179 H -5.0135 -0.2680 -2.9826  C171 1.094
180 H -5.7583 1.2711 -1.2281  C172 1.103
181 H -5.3234 3.7980 -1.7120  C173 1.099
182 H -4.1451 3.3517 -2.8135  C173 1.093
183 H -2.3969 3.6325 0.2738  C175 1.087
184 H -3.8203 4.5911 -0.1861  C175 1.089
185 H -2.4340 4.2912 -1.3204  C175 1.096
186 H -6.3106 2.1709 -4.0008  N176 1.018
187 H -7.1071 2.6703 -2.6493  N176 1.014
188 C -7.4750 2.1487 2.8111  C189 1.508, H192 1.096, H193 1.099, H194 1.098
189 C -6.5012 1.0755 3.2267  C188 1.508, C190 1.510, O191 1.478, H195 1.108
190 C -5.0859 1.5989 3.1757  C189 1.510, H196 1.090, H197 1.089, H198 1.087
191 O -6.7594 0.7233 4.6391  C189 1.478, H199 0.966
192 H -7.2212 2.4950 1.8032  C188 1.096
193 H -7.4388 2.9942 3.5118  C188 1.099
194 H -8.5113 1.7858 2.8256  C188 1.098
195 H -6.5954 0.1289 2.6589  C189 1.108
196 H -4.8210 1.8481 2.1478  C190 1.090
197 H -4.3702 0.8738 3.5612  C190 1.089
198 H -4.9968 2.5201 3.7455  C190 1.087
199 H -7.6828 0.4460 4.6988  O191 0.966
200 C -5.1104 -2.5878 -0.0956  C201 1.522, H204 1.080, H205 1.101, H206 1.090
201 C -5.1391 -3.3778 -1.3960  C200 1.522, C202 1.507, O203 1.447, H207 1.089
202 C -3.8322 -3.2446 -2.1342  C201 1.507, H208 1.088, H209 1.098, H210 1.089
203 O -5.4492 -4.7768 -1.1966  C201 1.447, H211 0.955
204 H -4.8445 -1.5658 -0.3221  C200 1.080
205 H -4.4141 -3.0147 0.6420  C200 1.101
206 H -6.0194 -2.6053 0.5053  C200 1.090
207 H -5.9297 -2.9609 -2.0189  C201 1.089
208 H -3.0352 -3.6970 -1.5486  C202 1.088
209 H -3.6192 -2.1830 -2.3191  C202 1.098
210 H -3.8440 -3.8207 -3.0577  C202 1.089
211 H -4.8476 -5.1848 -0.5773  O203 0.955